Computed, not measured: 9 unconnected molecules or ions with the total composition C5H30N2O8S, with ωB97M-V/def2-TZVPD.

```
46
Properties=species:S:1:pos:R:3:forces:R:3
N -1.1792 -0.6225 0.3039 1.9 1.4 0.3
C -1.5814 0.1603 -0.9238 -2.5 -1.5 1.5
C -1.0868 -0.6204 -2.0958 -0.6 0.9 -2.8
S -2.0505 -2.1902 -2.3679 0.5 0.6 1.2
C -1.3243 1.6304 -0.8425 3.1 -0.7 2.4
N -0.0710 1.9017 0.0563 -2.1 1.3 1.8
C 0.4000 3.2543 -0.2381 0.6 1.4 -1.4
C -0.5062 1.9893 1.5124 6.0 -2.7 0.1
H -0.1572 -0.3207 0.4521 -1.6 -0.9 -0.4
H -1.6469 -0.2320 1.1451 0.3 -0.5 -1.3
H -2.6953 0.1358 -1.0088 0.8 -0.4 0.2
H -0.0502 -0.7961 -1.9822 1.2 -0.7 0.1
H -1.1538 -0.0310 -3.1094 -0.2 -1.1 1.9
H -1.9126 -2.6317 -1.0542 -0.2 0.4 -1.4
H -0.9592 1.8620 -1.7838 0.0 1.3 -2.0
H -2.2020 2.1519 -0.4846 -0.1 0.5 0.0
H 0.8339 3.9980 0.5035 -0.4 -1.8 0.0
H 1.1803 3.2051 -1.0205 -0.3 0.1 0.0
H -0.4266 3.8598 -0.6185 -0.1 0.2 -0.4
H -1.4566 1.8346 1.7355 -4.7 0.7 0.4
H -0.1988 1.0205 2.1539 0.4 1.8 -1.7
H 0.0699 2.7803 2.0067 -0.8 0.0 0.0
H -0.5142 -3.1662 0.1438 0.5 -0.4 -0.3
H -0.7921 -4.6487 -0.0350 -0.5 -0.7 0.3
O -0.1917 -3.9740 -0.3190 0.2 1.1 0.3
H -4.1213 -0.1240 1.5943 -2.0 0.6 3.1
H -3.8395 -1.1740 0.5708 -0.2 -1.2 -0.4
O -3.6329 -0.3035 0.8556 1.1 0.7 -2.3
H 4.0447 0.6690 2.9276 0.3 0.4 1.4
H 3.0479 -0.3357 2.7461 0.5 -0.3 2.3
O 3.5707 0.0685 3.5319 -0.7 0.1 -2.6
H 3.3705 -2.5831 1.8206 0.8 2.1 0.1
H 2.1587 -2.1240 1.4156 0.2 1.7 -0.2
O 3.0330 -1.6422 1.5939 -1.1 -4.6 0.6
H 0.5030 2.0421 -3.1971 -0.1 -0.6 -1.3
H 0.4605 2.1420 -4.7392 0.4 2.0 -2.0
O 0.3534 1.5538 -4.0474 -0.2 -1.3 3.2
H -1.6363 0.7257 4.0599 0.2 -0.1 0.2
H -1.6584 -0.4687 3.0185 -1.1 2.6 0.9
O -2.0741 0.4748 3.2414 0.4 -3.0 -0.3
H 3.7766 1.9153 0.7506 -1.6 1.0 0.4
H 4.4332 0.6871 1.4408 -0.1 0.4 -1.0
O 4.5164 1.3526 0.7308 1.9 -1.3 0.1
H 2.4558 -0.3771 0.5527 -0.1 -0.2 -0.5
H 2.7405 0.3888 -0.6934 -0.2 -0.2 -0.2
O 2.2374 -0.3799 -0.3897 -0.1 0.9 -0.5
```
Forces are in eV/Å.

Output
⟨S²⟩   0.75
E_HOMO (spin up / spin down)   0.11 / -5.89 eV
Frontier orbital gap (spin up / spin down)   2.43 / 8.35 eV
LUMO level (spin up / spin down)   2.5 / 2.5 eV
Spin multiplicity   2
Net charge   -1

=====

Computed, not measured: 9 unconnected molecules or ions with the total composition C48H121N7O16, with ωB97M-V/def2-TZVPD.

```
192
Properties=species:S:1:pos:R:3:forces:R:3
C 4.0487 0.4214 3.1005 0.8 -0.6 0.6
O 3.5081 1.5854 2.6109 -0.1 1.7 -0.9
C 4.4750 2.4019 1.9601 0.3 -0.2 -2.2
C 3.9428 3.1111 0.6473 -0.5 -0.8 0.7
N 3.9972 2.3908 -0.6358 0.7 -0.2 1.0
C 3.0075 1.3503 -0.7897 -1.2 -0.2 1.5
C 3.5296 0.0152 -1.2414 0.8 0.7 0.1
O 4.1491 -0.5519 -0.1001 -1.1 0.2 -0.1
C 4.8174 -1.7323 -0.3607 0.5 -1.0 0.1
H 4.8658 0.5627 3.8138 0.2 0.4 0.1
H 4.4551 -0.1957 2.3056 -0.3 -0.4 -0.2
H 3.2638 -0.0344 3.6637 -0.5 -0.8 0.1
H 5.3552 1.7787 1.7136 -0.3 0.2 -0.1
H 4.8240 3.1999 2.5859 0.0 0.4 0.8
H 4.3965 4.0803 0.5149 0.8 0.1 0.0
H 2.9216 3.4047 0.8762 -0.7 -0.1 0.2
H 3.8373 3.0613 -1.3456 0.2 0.9 -0.8
H 2.1493 1.6496 -1.4008 0.1 0.1 -0.2
H 2.5746 1.2012 0.2336 0.1 -0.2 -0.8
H 4.2972 0.1376 -2.0181 -0.1 0.1 -0.1
H 2.7216 -0.5744 -1.6659 -0.2 -0.5 0.2
H 5.8424 -1.5063 -0.6319 0.5 -0.1 -0.1
H 4.3944 -2.3526 -1.1671 -0.2 0.3 0.1
H 4.8051 -2.3309 0.5577 0.1 0.0 -0.1
C -1.1818 5.4807 8.9478 0.9 0.1 -1.0
O -0.1699 4.9236 8.1383 0.7 -1.0 -0.4
C 0.4999 5.8485 7.3079 -0.1 0.3 -0.3
C 1.3936 5.1529 6.2448 0.6 -0.6 2.2
N 0.6232 4.5769 5.1841 -1.4 -1.4 -0.3
C 1.3371 3.6866 4.2428 0.7 -0.3 2.6
C 0.4655 2.7553 3.4649 -0.6 0.0 -1.5
O -0.4404 1.9559 4.1667 -0.4 -0.7 1.3
C 0.1297 0.9321 4.9732 -1.3 0.5 0.0
H -0.8785 6.4596 9.3374 0.0 -0.2 0.4
H -1.3540 4.7186 9.6804 -0.4 0.0 0.7
H -2.0366 5.6266 8.3193 -1.0 0.2 -0.2
H 1.0997 6.4720 8.0251 -0.3 0.1 -1.1
H -0.2807 6.3812 6.7283 0.5 0.5 0.4
H 2.0205 4.4228 6.8838 -0.6 0.5 -1.1
H 2.0888 5.8834 5.8295 0.0 0.1 0.1
H -0.1688 4.0333 5.5632 0.5 0.5 -0.1
H 2.0580 3.0124 4.7888 -0.3 0.6 -0.1
H 1.9415 4.3429 3.6569 0.4 0.1 -1.0
H 1.1027 2.0892 2.8441 -0.1 0.6 0.1
H -0.2572 3.2944 2.8601 0.4 0.5 -0.6
H 1.0343 0.6029 4.5304 1.0 -0.7 -0.5
H -0.6226 0.1352 5.0744 0.4 0.1 -0.2
H 0.3428 1.3036 5.9586 0.2 0.2 0.7
C -1.8536 -5.1986 1.3320 1.4 -0.4 -0.1
O -3.1501 -4.6730 1.5385 0.7 -0.4 -0.1
C -3.9122 -4.7318 0.3618 0.2 0.6 -0.2
C -5.3785 -4.7860 0.6806 0.6 0.4 0.4
N -5.8215 -3.7822 1.6442 1.0 -0.1 -0.2
C -5.5822 -2.4393 1.1070 -0.4 0.3 0.0
C -6.1969 -1.3684 2.0591 1.2 -1.1 -1.0
O -5.6433 -1.6390 3.3457 -0.3 1.5 0.2
C -5.8612 -0.5499 4.2990 -0.6 -1.9 -0.4
H -1.8219 -6.2749 0.9642 -0.5 1.0 0.7
H -1.3412 -5.0778 2.2897 -0.1 -0.4 -0.1
H -1.1675 -4.6674 0.6040 -1.2 0.1 0.3
H -3.6686 -5.6378 -0.1598 0.2 -0.5 -0.6
H -3.6525 -3.8751 -0.2519 0.1 0.2 -0.4
H -5.4764 -5.7437 1.1249 -0.7 -1.0 0.5
H -5.9061 -4.7643 -0.2604 -0.6 0.1 -0.2
H -5.1570 -3.9455 2.4305 -0.9 0.6 -0.4
H -6.0055 -2.3685 0.0816 -0.5 0.0 0.6
H -4.5203 -2.2183 0.8714 -0.2 0.0 0.8
H -7.2930 -1.4329 2.0419 0.2 0.1 0.2
H -5.8488 -0.4217 1.6140 -0.3 0.2 0.6
H -5.2749 -0.8139 5.1742 0.4 0.2 -0.1
H -6.9138 -0.6035 4.6562 0.4 0.5 -0.5
H -5.5659 0.4006 3.8577 -0.2 0.1 0.2
C -2.2784 7.2544 -1.9894 -2.0 -1.7 -0.6
O -2.6728 5.8518 -1.8860 0.7 1.5 0.2
C -1.8676 4.9760 -2.6608 -1.7 -0.2 1.1
C -2.5906 3.6267 -2.5066 -0.1 -0.1 -2.4
N -2.9217 3.2093 -1.1943 -0.6 -0.3 0.8
C -1.7670 3.2344 -0.2715 -1.5 1.3 0.0
C -2.0833 2.4244 0.9697 0.2 -0.2 -1.0
O -2.8312 3.2404 1.8679 1.2 -0.7 -0.2
C -3.3912 2.4275 2.8486 -2.5 0.3 0.7
H -1.2355 7.3511 -1.9064 1.5 0.2 0.0
H -2.7627 7.7727 -1.1825 -0.2 0.2 0.4
H -2.6770 7.6252 -2.9447 0.4 0.2 0.1
H -0.8796 4.8316 -2.2377 0.5 0.5 0.0
H -1.8357 5.3499 -3.6769 0.2 -0.3 -0.5
H -1.8768 2.8952 -2.8913 -0.1 -0.3 -0.3
H -3.5186 3.5743 -3.1591 1.0 0.2 0.7
H -3.7392 3.7275 -0.8546 0.7 -0.1 0.2
H -1.5457 4.3190 -0.0392 0.1 -1.1 0.2
H -0.9416 2.8069 -0.8152 0.5 -0.3 -0.1
H -1.1080 2.0376 1.3342 -0.7 0.2 0.6
H -2.7033 1.5385 0.6631 0.5 0.6 0.2
H -2.8811 1.5504 3.1402 1.5 -0.7 0.2
H -4.3523 1.9983 2.4940 0.0 0.4 -0.1
H -3.6151 2.9980 3.7622 0.2 0.0 -0.4
C 5.5149 -6.2617 4.4856 0.1 -0.1 0.6
O 4.1873 -6.1960 4.0293 -0.4 -0.6 0.4
C 3.2439 -6.6091 5.0171 0.0 0.3 -1.5
C 1.9086 -5.9891 4.6991 -0.5 0.4 -0.6
N 2.0617 -4.5540 4.7320 0.5 1.5 -0.4
C 1.0052 -3.6913 4.1512 0.5 0.0 1.1
C -0.2572 -3.7129 5.0267 1.7 -0.8 0.5
O -1.2706 -3.4985 4.1246 -0.9 0.5 -0.1
C -2.5152 -3.2611 4.7206 -1.6 -1.9 -1.0
H 5.8596 -7.2998 4.7210 -0.2 0.5 -0.6
H 5.6251 -5.7199 5.4549 0.0 0.0 -0.6
H 6.0706 -5.7793 3.6784 0.5 -0.3 0.4
H 3.5358 -6.2058 5.9478 0.5 0.6 1.3
H 3.2148 -7.6798 5.1547 -0.1 -0.6 -0.4
H 1.2637 -6.2895 5.5016 -0.7 -0.3 0.4
H 1.4283 -6.2416 3.7381 0.4 -0.7 0.1
H 2.9628 -4.3504 4.2927 -0.5 0.1 0.1
H 0.6093 -3.9232 3.1533 0.5 -0.5 -0.1
H 1.3912 -2.6505 4.0833 -0.1 -0.7 0.1
H -0.1971 -2.9662 5.8374 -0.2 -0.1 -0.2
H -0.3244 -4.7235 5.5173 -0.2 0.7 -0.3
H -2.7015 -3.9743 5.5758 0.2 0.8 -0.7
H -3.2538 -3.4898 3.9020 0.5 0.2 0.9
H -2.6909 -2.2427 4.9959 0.2 0.8 0.5
C 1.9086 -3.4872 -2.4226 -0.1 -1.3 -0.3
O 2.7890 -3.1159 -3.4650 -0.5 0.6 0.1
C 2.0545 -2.7174 -4.6150 -0.5 -0.1 0.1
C 2.9057 -3.0933 -5.8005 1.1 -2.2 0.1
N 2.4100 -2.8744 -7.0966 0.3 1.2 -1.5
C 1.2286 -3.5426 -7.4820 -1.4 -1.2 -1.3
C 0.9449 -3.5457 -9.0126 -0.9 1.3 1.3
O -0.4494 -3.8187 -9.1429 0.3 -1.0 -0.4
C -0.7371 -4.1169 -10.4854 0.7 0.6 -1.3
H 2.4914 -3.4689 -1.4865 -0.6 0.0 -0.3
H 1.5150 -4.5275 -2.6362 0.5 0.7 0.4
H 0.9956 -2.8839 -2.4031 0.3 0.5 0.4
H 1.7387 -1.6551 -4.6153 0.6 -0.2 0.2
H 1.0913 -3.2683 -4.6173 0.4 -0.1 -0.3
H 3.1227 -4.2130 -5.7369 -0.4 1.0 0.3
H 3.9183 -2.7014 -5.7812 0.0 0.6 0.5
H 2.6262 -1.9634 -7.5188 -0.6 -0.7 0.5
H 0.2508 -3.2268 -7.0628 0.5 0.3 0.2
H 1.2992 -4.6243 -7.2158 0.2 0.6 0.1
H 1.5019 -4.2611 -9.5588 0.8 -1.0 -0.4
H 1.1272 -2.5672 -9.4820 0.2 0.1 0.2
H -0.0858 -4.8553 -11.0264 -0.4 -0.1 1.1
H -0.5236 -3.2267 -11.0761 -0.2 0.5 -0.2
H -1.7769 -4.3481 -10.6633 -0.3 -0.3 0.5
C -0.1284 0.8849 -5.5175 0.7 0.2 0.0
O 1.2035 0.6296 -5.9585 0.0 -0.3 0.1
C 1.8437 1.7640 -6.5381 0.0 -0.1 0.2
C 3.0787 2.2372 -5.7371 0.7 -0.1 -1.4
N 2.6935 2.6994 -4.4544 0.4 0.9 1.5
C 2.2728 4.0794 -4.3420 -1.3 0.2 -0.2
C 3.2508 5.2554 -4.3476 0.4 -1.7 -0.2
O 3.7754 5.2737 -3.0487 0.9 1.0 0.3
C 4.7250 6.3174 -2.8556 0.0 0.3 1.4
H -0.1042 1.6481 -4.7521 -0.1 0.1 0.5
H -0.6439 -0.0087 -5.1925 0.5 -0.4 0.4
H -0.7400 1.2454 -6.3121 -0.4 0.5 -1.0
H 1.0930 2.5715 -6.5680 0.4 0.0 -0.3
H 2.1703 1.4858 -7.5548 -0.2 0.2 0.2
H 3.6451 3.0055 -6.3942 -0.8 -0.9 0.9
H 3.7824 1.4005 -5.6001 -0.3 0.1 -0.2
H 3.2802 2.4266 -3.6693 0.0 -0.1 -0.5
H 1.6207 4.1530 -3.4392 0.4 0.2 -0.5
H 1.6432 4.2551 -5.2076 -0.5 0.0 -0.2
H 2.7386 6.1760 -4.6035 -0.3 0.3 0.0
H 4.0460 5.0847 -5.1209 -0.3 0.2 0.6
H 5.4733 5.9692 -2.1186 -0.2 0.0 -0.5
H 4.3162 7.2632 -2.4048 -0.2 -0.8 -0.5
H 5.1983 6.6016 -3.7826 0.3 -0.1 -0.4
C -4.5228 -1.4654 -2.8218 -0.9 -2.7 -1.7
C -4.4060 -0.0449 -2.5720 -1.0 1.9 -1.7
C -5.4437 0.5530 -1.6577 -0.9 -0.3 1.1
O -3.1383 0.2199 -2.0860 0.8 1.2 0.8
H -4.4313 -2.1005 -1.9385 0.2 0.1 0.0
H -3.7705 -1.7309 -3.5914 0.0 -0.1 0.7
H -5.4814 -1.7416 -3.3471 0.6 0.4 0.7
H -4.5404 0.4176 -3.6215 0.2 -0.1 1.3
H -5.2382 1.5955 -1.3616 0.2 -0.4 -0.3
H -5.5354 -0.0413 -0.6967 0.1 0.5 -1.0
H -6.4089 0.5688 -2.1736 0.0 -0.2 0.2
H -3.2377 1.1274 -1.7129 0.8 -0.2 0.0
C 0.7765 -1.5018 0.8250 -1.2 0.1 -2.0
C -0.6193 -1.4541 0.1307 0.2 2.6 0.7
C -1.7219 -1.2254 1.2056 0.1 -0.2 -2.1
O -0.6069 -0.3910 -0.9108 0.1 -1.2 1.0
H 1.4937 -1.4841 0.0105 0.3 -0.9 -0.1
H 0.6405 -2.4336 1.3463 1.1 -0.4 0.5
H 1.1512 -0.6857 1.4104 -0.7 0.6 0.9
H -0.7100 -2.4577 -0.2724 -0.4 0.0 -0.7
H -2.7276 -1.2295 0.7274 0.6 0.1 0.5
H -1.5458 -0.3210 1.7501 0.0 0.7 0.1
H -1.6147 -2.0239 1.8952 -0.3 -1.0 0.8
H -1.4506 -0.3279 -1.4017 0.2 -0.4 0.5
```
Forces are in eV/Å.

Output
E_HOMO   -8.21 eV
Frontier orbital gap   8.82 eV
LUMO level   0.6 eV
SMILES   COCCNCCOC.COCCNCCOC.COCCNCCOC.COCCNCCOC.COCCNCCOC.COCCNCCOC.COCCNCCOC.CC(C)O.CC(C)O
Net charge   0

=====

Going through the records in order, we get max |F| values of 6.6 3.3 eV/Å.